Entry 1:
The following is a DFT calculation (wB97M-V/def2-TZVPD) of 2 unconnected molecules or ions with the total composition C5H6BrN4O2.

For the orbital gap, the calculation gives 9.7 eV. The lowest unoccupied orbital energy is -3.91 eV. The energy above the lowest of the compared OMol25 structures with the same formula, charge and spin comes out at 0.43 kcal/mol. The spin multiplicity is 1. As for the HOMO energy: -13.62 eV. The net charge is +1.

Last column: natural (NBO) charge in e.
Geometry (Å):
C: -0.5851 2.1874 -0.7086  0.27
C: 1.2857 -0.4169 1.1260  0.67
C: 2.1473 -1.4850 -1.0581  0.80
C: 0.7525 0.4378 -1.1436  0.39
C: 0.6434 0.5995 0.2306  -0.06
N: -0.1481 1.7045 0.4131  -0.42
N: 1.7927 -1.4405 0.2918  -0.64
N: 1.4225 -0.5095 -1.8109  -0.62
N: -0.1186 1.4104 -1.6779  -0.50
O: 1.2601 -0.4708 2.3326  -0.50
O: 2.9587 -2.1896 -1.5712  -0.51
Br: -1.5764 -1.7940 1.7409  -0.25
H: -1.0942 3.2165 -0.8400  0.28
H: -2.4751 -2.9461 2.1067  0.26
H: -0.3759 2.1098 1.3103  0.47
H: 2.2807 -2.0866 0.7690  0.43
H: 1.7380 -0.4948 -2.7941  0.46
H: -0.2827 1.6539 -2.7282  0.48

Cartesian forces (eV/Å) of the 3 atoms listed first:
-0.8 2.3 -0.6
-1.0 0.3 -0.2
-0.7 1.5 -0.1



Entry 2:
The following is a DFT calculation (wB97M-V/def2-TZVPD) of a gas-phase ion, C4H10NOS (charge +1).

For the orbital gap, the calculation gives 9.2 eV. The lowest unoccupied orbital energy is -3.75 eV. The energy above the lowest of the compared OMol25 structures with the same formula, charge and spin comes out at 34.29 kcal/mol. The spin multiplicity is 1. As for the HOMO energy: -12.98 eV. The net charge is +1.

Last column: natural (NBO) charge in e.
Geometry (Å):
N: -2.0546 -0.4289 -0.0725  -0.68
C: -0.6608 0.1571 -0.0993  -0.18
C: -0.8086 1.5038 0.6383  0.44
O: -1.8973 1.8723 0.9576  -0.49
C: 0.3886 -0.8445 0.3011  -0.45
C: 1.8082 -0.1941 0.1290  -0.55
S: 2.1089 0.5271 -1.4689  -0.05
H: -2.3544 -0.7519 -0.9831  0.45
H: -2.0694 -1.2411 0.5418  0.44
H: -2.6376 0.3056 0.3601  0.47
H: -0.4508 0.5215 -1.1119  0.27
H: 0.1477 2.0329 0.7445  0.17
H: 0.4719 -1.6478 -0.4250  0.25
H: 0.3482 -1.1548 1.3422  0.24
H: 2.0381 0.5788 0.8624  0.23
H: 2.5520 -0.9689 0.3046  0.26
H: 3.0700 -0.2670 -2.0211  0.17

Cartesian forces (eV/Å) of the 3 atoms listed first:
0.9 -0.5 0.3
-0.8 0.5 -0.1
0.9 -1.3 -0.2



Entry 3:
The following is a DFT calculation (wB97M-V/def2-TZVPD) of C3H7FOS in the gas phase.

For the orbital gap, the calculation gives 8.5 eV. The lowest unoccupied orbital energy is 0.31 eV. The energy above the lowest of the compared OMol25 structures with the same formula, charge and spin comes out at 135.43 kcal/mol. The spin multiplicity is 1. As for the HOMO energy: -8.20 eV.

Last column: natural (NBO) charge in e.
Geometry (Å):
C: -2.1847 -0.8559 0.0531  -0.68
C: -0.8572 0.1887 -0.7540  -0.04
F: -1.1165 1.4299 -0.2946  -0.38
S: 0.7525 -0.2960 0.0515  1.51
C: 1.9359 0.9722 -0.1005  -0.84
O: 1.3545 -1.4629 -0.5520  -0.92
H: -2.4189 -0.3577 0.9250  0.19
H: -2.0506 -2.0056 0.0672  0.22
H: -3.1040 -0.6928 -0.5399  0.22
H: 0.9273 -0.3572 1.4864  -0.03
H: 1.8405 1.7127 0.5942  0.24
H: 2.9808 0.4864 0.1672  0.26
H: 1.9406 1.2382 -1.1036  0.25

Cartesian forces (eV/Å) of the 3 atoms listed first:
1.8 -0.5 -3.7
-1.2 -3.0 1.2
-0.3 1.0 0.4



Entry 4:
The following is a DFT calculation (wB97M-V/def2-TZVPD) of C2O6S in the gas phase.

For the orbital gap (alpha / beta), the calculation gives 9.1 / 9.0 eV. The lowest unoccupied orbital energy (alpha / beta) is 0.43 / -3.31 eV. The spin multiplicity is 3. As for the HOMO energy (alpha / beta): -8.65 / -12.26 eV.

Last column: Löwdin spin population.
Geometry (Å):
C: -1.9451 0.9199 -0.0261  1.27
C: -0.4347 0.2160 -0.1369  0.18
O: 2.6453 0.9725 -0.0874  0.01
O: 2.1574 -1.4218 0.2236  0.01
O: -2.3485 -0.2638 0.1577  0.37
O: -1.2049 -1.0164 -0.1118  0.12
O: 0.5737 0.0845 -1.1027  0.02
O: 0.4083 0.2766 1.0102  0.03
S: 1.7087 -0.1151 0.0878  0.01

Cartesian forces (eV/Å) of the 3 atoms listed first:
5.7 1.6 -1.4
-0.4 -0.4 0.3
-1.4 -1.6 0.9



Entry 5:
The following is a DFT calculation (wB97M-V/def2-TZVPD) of 2 unconnected molecules or ions with the total composition C4H11NO2S.

For the orbital gap, the calculation gives 9.6 eV. The lowest unoccupied orbital energy is 0.60 eV. The energy above the lowest of the compared OMol25 structures with the same formula, charge and spin comes out at 45.98 kcal/mol. The spin multiplicity is 1. As for the HOMO energy: -9.04 eV.

Last column: natural (NBO) charge in e.
Geometry (Å):
C: 1.3944 1.7944 1.3609  -0.71
C: 1.1022 0.8068 0.2720  0.72
O: 0.8054 1.1009 -0.9130  -0.69
N: 1.0710 -0.4941 0.7485  -0.63
C: 0.3353 -1.6296 0.1887  -0.24
C: -1.0572 -1.4632 0.8439  -0.54
S: -1.9943 0.0348 0.3875  -0.05
H: 1.4773 2.8236 1.0205  0.25
H: 0.5544 1.6334 1.9719  0.24
H: 2.2124 1.3438 1.9944  0.23
H: 1.2128 -0.6561 1.7227  0.38
H: 0.1528 -1.4157 -0.8161  0.25
H: 0.7115 -2.7802 0.4771  0.22
H: -0.9194 -1.5596 1.9347  0.20
H: -1.6861 -2.4725 0.8185  0.22
H: -1.0829 0.5550 -0.4225  0.16
O: 0.4567 -0.1703 -2.9248  -0.94
H: 1.1757 0.2322 -2.4995  0.48
H: -0.1418 0.7037 -2.9313  0.47

Cartesian forces (eV/Å) of the 3 atoms listed first:
1.4 -1.3 0.0
-0.4 -0.8 -1.8
1.0 0.2 3.4



Entry 6:
The following is a DFT calculation (wB97M-V/def2-TZVPD) of 2 unconnected molecules or ions with the total composition C5H10O.

For the orbital gap, the calculation gives 9.7 eV. The lowest unoccupied orbital energy is 0.91 eV. The energy above the lowest of the compared OMol25 structures with the same formula, charge and spin comes out at 98.41 kcal/mol. The spin multiplicity is 1. As for the HOMO energy: -8.78 eV.

Last column: natural (NBO) charge in e.
Geometry (Å):
O: -1.4662 -1.5977 -0.7030  -0.72
C: -0.8293 -0.7529 0.2435  0.11
C: -0.2132 0.6940 -0.2029  -0.27
C: 0.8377 1.4211 0.6789  -0.38
C: 1.2414 0.0400 1.1985  -0.39
C: 0.5893 -0.5972 -0.0310  -0.26
H: -2.0634 -2.2026 -0.2417  0.48
H: -1.2711 -0.8556 1.2287  0.17
H: -0.7592 1.2215 -0.9590  0.22
H: 1.6603 1.8027 0.0428  0.20
H: 0.5885 2.2225 1.3853  0.19
H: 0.6515 -0.1744 2.0959  0.20
H: 2.2830 -0.2078 1.3720  0.21
H: 1.0823 -1.1866 -0.7944  0.23
H: -1.6521 -0.1536 -2.4727  0.03
H: -1.1194 0.3529 -2.5567  -0.03

Cartesian forces (eV/Å) of the 3 atoms listed first:
-0.4 0.7 -0.1
0.2 0.6 0.3
-0.6 -0.1 0.1



Entry 7:
The following is a DFT calculation (wB97M-V/def2-TZVPD) of a molecular structure, C3H4O3Rb.

For the orbital gap (alpha / beta), the calculation gives 4.9 / 7.4 eV. The lowest unoccupied orbital energy (alpha / beta) is -0.73 / -0.94 eV. The energy above the lowest of the compared OMol25 structures with the same formula, charge and spin comes out at 4.02 kcal/mol. The spin multiplicity is 2. As for the HOMO energy (alpha / beta): -5.67 / -8.37 eV.

Last column: Löwdin spin population.
Geometry (Å):
H: 4.4978 -2.1263 2.5684  0.00
O: 1.7783 -2.6096 1.0970  0.01
C: 3.0021 -2.6257 1.1439  0.00
H: 3.5869 -2.3503 0.2405  0.00
C: 3.7876 -2.9431 2.3708  0.00
H: 3.1340 -3.1014 3.2373  0.00
H: 4.3861 -3.8476 2.1798  0.00
C: -1.2439 -2.0393 -0.9725  0.53
O: -2.3356 -2.1726 -0.3963  0.19
Rb: -3.9412 -1.5252 -2.7716  0.08
O: -1.0486 -1.7177 -2.1550  0.19

Cartesian forces (eV/Å) of the 3 atoms listed first:
-0.2 -0.2 0.0
1.9 -0.1 0.1
-2.0 0.4 -0.2



Entry 8:
The following is a DFT calculation (wB97M-V/def2-TZVPD) of a molecular structure, C3H9KNO4.

For the orbital gap (alpha / beta), the calculation gives 5.2 / 3.7 eV. The lowest unoccupied orbital energy (alpha / beta) is -0.99 / -2.51 eV. The spin multiplicity is 2. As for the HOMO energy (alpha / beta): -6.23 / -6.22 eV.

Last column: Löwdin spin population.
Geometry (Å):
K: 0.1951 0.9846 -1.7967  0.00
C: 2.3654 -2.2449 -3.1358  0.08
O: 2.1448 -0.8384 -2.9991  0.86
H: 3.1153 -2.3219 -3.9231  0.03
H: 2.8332 -2.6124 -2.2224  0.03
H: 1.4554 -2.7689 -3.4281  0.00
C: 1.4049 1.6273 1.8618  0.00
O: 1.6999 0.8259 0.7822  0.00
H: 0.9472 1.0974 2.6971  0.00
H: 2.2172 2.3085 2.1153  0.00
H: 0.5933 2.3376 1.7038  0.00
C: -2.0444 0.1282 0.9462  0.00
N: -3.4170 0.3837 1.4561  0.00
O: -3.5476 1.2427 2.2619  0.00
O: -4.4433 -0.2060 1.0695  0.00
H: -2.2475 -0.5623 0.1276  0.00
H: -1.7728 -0.3953 1.8628  0.00
H: -1.4991 1.0143 0.6210  0.00

Cartesian forces (eV/Å) of the 3 atoms listed first:
0.9 -0.1 0.8
-0.3 1.9 -0.4
0.0 -1.4 0.1



Across the entries above, energy takes the values -3137.442551; -686.316353; -691.582893; -925.481782; -762.376073; -271.595786; -366.468203; -1075.077346 Ha, respectively.